[1]
Below is a cluster of 14 separate species, C84H70N14O28 in total, with properties calculated with ωB97M-V/def2-TZVPD.

ORCA input file:
```
! RIJCOSX wB97M-V def2-TZVPD def2/J DEFGRID3
* xyz 0 1
C 7.54091 0.48633 0.22602
C 7.11867 1.75401 0.41582
C 7.69547 2.87378 -0.20108
C 8.68673 2.66217 -1.12704
C 9.05061 1.34926 -1.49872
C 8.41988 0.27598 -0.84917
N 9.43335 3.81423 -1.64345
O 8.96280 4.90174 -1.53216
O 10.46522 3.52675 -2.16345
H 7.22804 -0.31625 0.87745
H 6.44287 1.86013 1.25154
H 7.34043 3.84307 0.11644
H 9.73891 1.04339 -2.27273
H 8.59942 -0.74297 -1.15886
C 2.90289 -3.90656 -1.51153
C 3.42565 -5.17640 -1.32003
C 4.77235 -5.40716 -0.99703
C 5.68511 -4.35392 -0.92181
C 5.15542 -3.05478 -1.05498
C 3.77633 -2.83914 -1.34347
N 7.13137 -4.57037 -0.54881
O 7.48133 -5.74511 -0.34635
O 7.94003 -3.63574 -0.55763
H 1.84519 -3.88012 -1.72827
H 2.82457 -6.07158 -1.38134
H 5.14320 -6.41719 -0.90370
H 5.88762 -2.30251 -0.80127
H 3.42132 -1.82457 -1.44843
C -0.43986 6.02381 2.75258
C 0.43694 6.37343 3.75784
C 0.56674 7.69567 4.09474
C -0.30534 8.66866 3.58293
C -1.16222 8.27414 2.52857
C -1.22640 6.97622 2.09881
N -0.29084 10.02371 4.08268
O 0.77624 10.36787 4.71289
O -1.26835 10.74863 3.94887
H -0.57164 5.03070 2.34913
H 1.03693 5.69303 4.34391
H 1.30473 7.85831 4.86631
H -1.68163 9.04671 1.98107
H -1.83609 6.81257 1.22251
C 1.85573 -11.91487 2.26047
C 3.11594 -11.38389 1.85371
C 3.40465 -10.04806 1.94862
C 2.38864 -9.08841 2.32844
C 1.07705 -9.65361 2.61551
C 0.83106 -11.04632 2.62767
N 2.72040 -7.68531 2.36925
O 3.92472 -7.35542 2.29014
O 1.81388 -6.89124 2.65441
H 1.72668 -12.97588 2.41537
H 3.88069 -12.06349 1.50771
H 4.44967 -9.87786 1.73563
H 0.32052 -8.92736 2.87362
H -0.14811 -11.43508 2.86534
C 2.97748 4.22903 2.08307
C 2.60139 5.26644 1.24940
C 2.87926 5.25544 -0.09836
C 3.61955 4.16378 -0.56666
C 4.00498 3.09466 0.23995
C 3.64329 3.12979 1.59791
N 4.17028 4.27564 -1.95358
O 3.86348 5.24253 -2.63260
O 4.96310 3.42958 -2.32869
H 2.74969 4.15528 3.13620
H 1.98887 6.07562 1.61880
H 2.59702 6.07303 -0.74512
H 4.64236 2.31442 -0.14912
H 4.06698 2.41994 2.29290
C -1.86407 -0.77093 6.43256
C -1.67688 -0.69699 5.05370
C -0.99213 0.42276 4.53108
C -0.57678 1.47039 5.38732
C -0.80973 1.39312 6.76842
C -1.47084 0.23856 7.29086
N 0.13240 2.66686 4.89865
O 0.35758 2.78523 3.72650
O 0.36543 3.60997 5.66463
H -2.34242 -1.63593 6.86770
H -2.17777 -1.42788 4.43621
H -1.00440 0.48860 3.45315
H -0.41112 2.15422 7.42282
H -1.71556 0.16033 8.33985
C 0.34923 4.17201 -2.57926
C 1.18930 4.16515 -3.68572
C 0.82879 4.73870 -4.87888
C -0.36212 5.40369 -4.90208
C -1.25390 5.34845 -3.80928
C -0.92742 4.68786 -2.61193
N -0.69583 6.23460 -6.13283
O -0.41972 5.81914 -7.26341
O -1.52591 7.09464 -5.92929
H 0.75408 3.71640 -1.68768
H 2.16282 3.70794 -3.78377
H 1.59029 4.92407 -5.62196
H -2.11621 5.99797 -3.77837
H -1.52154 4.67942 -1.71008
C -2.89559 0.61673 -4.55405
C -1.69272 1.26314 -4.80089
C -0.51236 0.63467 -4.40772
C -0.48218 -0.59498 -3.73847
C -1.67218 -1.27514 -3.56550
C -2.85452 -0.70889 -4.03528
N 0.79340 -1.22781 -3.38374
O 0.89186 -2.49687 -3.50373
O 1.70769 -0.51163 -3.03645
H -3.80582 1.17772 -4.70625
H -1.70028 2.20384 -5.33139
H 0.43403 1.12566 -4.57995
H -1.66199 -2.24154 -3.08347
H -3.82989 -1.14893 -3.88895
C -0.81563 -6.55454 0.41406
C -1.28177 -6.15358 -0.79916
C -2.36300 -5.26375 -0.84170
C -2.97006 -4.84589 0.36672
C -2.52488 -5.35619 1.62021
C -1.45364 -6.19740 1.63811
N -4.12616 -3.92928 0.33765
O -4.32787 -3.32089 -0.66244
O -4.69968 -3.76017 1.38259
H 0.10969 -7.11120 0.43178
H -0.74847 -6.39810 -1.70591
H -2.77616 -4.88362 -1.76431
H -2.95085 -5.16895 2.59483
H -1.09282 -6.52227 2.60282
C 1.03329 -1.79964 0.78221
C -0.08499 -2.40345 0.31526
C -1.12025 -1.60687 -0.15872
C -1.09124 -0.23029 -0.11655
C 0.04472 0.34634 0.39880
C 1.10344 -0.38864 0.91047
N -2.21158 0.57784 -0.66454
O -3.18278 -0.04110 -1.16358
O -2.15050 1.78529 -0.65640
H 1.88481 -2.33206 1.17952
H -0.20251 -3.47147 0.20602
H -1.97776 -2.16296 -0.50777
H 0.24722 1.39707 0.54501
H 2.00106 0.04987 1.32084
C -6.36869 3.26314 -3.01821
C -5.17241 3.01378 -2.26622
C -4.48122 4.12602 -1.80413
C -4.94146 5.43035 -2.08045
C -6.13478 5.65662 -2.78257
C -6.77975 4.55691 -3.32830
N -4.25540 6.57987 -1.54968
O -4.69339 7.72336 -1.68996
O -3.27064 6.35256 -0.93342
H -6.98241 2.47649 -3.43165
H -4.82527 2.03129 -1.98231
H -3.51263 3.98346 -1.34816
H -6.58572 6.63788 -2.79589
H -7.69992 4.75273 -3.85872
C -4.79996 -4.72397 -5.85252
C -5.17214 -5.03619 -4.54357
C -5.86395 -4.01301 -3.81783
C -6.14943 -2.76381 -4.37550
C -5.74463 -2.54561 -5.70310
C -5.10012 -3.53510 -6.45602
N -6.90754 -1.70378 -3.54775
O -7.36166 -2.04037 -2.44209
O -7.12015 -0.64481 -4.07436
H -4.21704 -5.40314 -6.45694
H -4.88705 -5.97074 -4.08341
H -6.10244 -4.10384 -2.76841
H -5.81434 -1.58740 -6.19643
H -4.88182 -3.45207 -7.51047
C -5.68494 -0.24904 0.89496
C -6.53838 0.69263 0.26717
C -6.35414 1.99841 0.68840
C -5.44496 2.38271 1.72768
C -4.65841 1.37943 2.32809
C -4.77417 0.05256 1.88253
N -5.27904 3.81739 2.10740
O -4.55482 4.08428 3.08496
O -5.67963 4.69702 1.31605
H -5.82219 -1.29386 0.65851
H -7.24515 0.47486 -0.51988
H -7.01040 2.73347 0.24634
H -3.90359 1.73423 3.01420
H -4.09635 -0.67330 2.30690
C 1.50357 -2.67679 4.26996
C 2.28216 -3.65544 3.61015
C 3.53408 -3.27010 3.16032
C 3.95162 -1.90350 3.20701
C 3.13350 -0.96706 3.83391
C 1.90261 -1.33563 4.36780
N 5.20555 -1.46812 2.52724
O 5.49474 -0.29027 2.67462
O 5.87905 -2.29693 1.92933
H 0.56543 -2.94736 4.73159
H 2.01736 -4.70247 3.60643
H 4.13816 -4.01889 2.66961
H 3.48930 0.03576 4.01873
H 1.33328 -0.53204 4.81108
*
```

Computed properties:
LUMO level in eV: -1.95
E_tot in eV: -166392.858

***

[2]
Below is a cluster of 15 separate species, C86H194N8O15 in total, with properties calculated with ωB97M-V/def2-TZVPD.

ORCA input file:
```
! RIJCOSX wB97M-V def2-TZVPD def2/J DEFGRID3
* xyz 0 1
C 12.21746 10.99484 16.83934
C 12.15983 12.37699 16.18178
C 10.78136 13.04576 16.48670
C 10.78670 13.56614 17.93309
C 11.92065 14.56023 18.07216
C 13.29412 13.90346 17.88978
N 13.20989 13.29774 16.57349
O 14.46097 12.64198 16.31540
C 14.38502 14.93495 17.76734
C 13.67862 12.92707 19.05037
C 12.23846 12.23700 14.70123
H 11.53181 10.38811 16.29110
H 11.75608 10.99865 17.83232
H 13.22062 10.49043 16.84294
H 10.69022 13.91374 15.77404
H 10.02164 12.34592 16.07149
H 10.87284 12.81474 18.75177
H 9.91360 14.20298 18.10594
H 11.91512 15.06624 19.11164
H 11.91090 15.32708 17.29475
H 14.52497 15.59059 18.61266
H 15.32609 14.40427 17.68269
H 14.19308 15.61612 16.92250
H 12.84033 12.46820 19.40140
H 14.28666 12.14450 18.58606
H 14.33731 13.29438 19.82550
H 12.34087 13.18142 14.22730
H 11.42502 11.60624 14.32808
H 13.13350 11.66704 14.45903
H 14.84441 12.96255 15.51729
C 18.23160 18.36201 10.81180
C 19.73723 18.29027 10.67534
C 20.05246 17.61844 9.29004
C 21.57478 17.68107 8.94464
C 21.94673 19.14343 8.82994
C 21.55464 19.98618 10.09263
N 20.17747 19.67840 10.57515
O 19.96846 20.26954 11.87851
C 22.55291 19.54726 11.15696
C 21.65395 21.46185 9.79280
C 20.30701 17.37577 11.78090
H 18.04091 18.90827 11.72668
H 17.74328 17.38927 10.88447
H 17.79912 18.99092 10.03491
H 19.70406 16.59007 9.20285
H 19.49387 18.20697 8.59427
H 21.82917 17.02587 8.07638
H 22.08858 17.16856 9.77526
H 21.45361 19.54966 7.95250
H 22.99548 19.32100 8.72305
H 22.68793 18.49944 11.01481
H 23.51196 20.11965 10.99112
H 22.19417 19.75708 12.18209
H 21.78720 22.03256 10.71668
H 22.49931 21.53461 9.14536
H 20.76956 21.91889 9.34431
H 21.38592 17.27046 11.81680
H 19.78924 16.34559 11.67670
H 20.01140 17.66115 12.76352
H 19.34132 21.01762 11.58281
C 20.57691 14.98821 23.43254
C 20.76383 16.50993 22.91759
C 19.77214 16.69498 21.80283
C 19.47420 18.19860 21.49156
C 19.03510 18.85147 22.83007
C 20.16109 18.74570 23.97266
N 20.39462 17.28167 24.06298
O 21.39586 16.99228 25.09077
C 21.35786 19.65285 23.64525
C 19.46967 19.12789 25.23473
C 22.19286 16.66822 22.31248
H 19.55234 15.02917 23.84718
H 21.31064 14.69181 24.20006
H 20.51348 14.33912 22.55040
H 20.11832 16.22794 20.84464
H 18.79927 16.33467 22.16194
H 18.63798 18.26461 20.76374
H 20.32611 18.75683 21.09506
H 18.04266 18.41656 23.22305
H 18.82137 19.94044 22.72607
H 22.26378 19.25479 24.10016
H 21.53173 19.61169 22.53082
H 21.26692 20.70178 23.84903
H 18.77610 18.37974 25.51511
H 20.28496 19.20696 26.06550
H 19.04335 20.12322 25.19822
H 22.97768 16.64696 23.01877
H 22.39772 17.59903 21.73502
H 22.33736 15.84664 21.60155
H 22.18348 17.49510 24.84457
C 13.30621 13.04717 22.66856
C 13.55042 14.37527 23.34959
C 14.65355 14.16211 24.43046
C 15.17668 15.41482 24.95613
C 15.77612 16.26092 23.80467
C 14.83712 16.45562 22.62893
N 14.14626 15.18706 22.32117
O 13.21464 15.49438 21.28365
C 13.72925 17.54860 22.93902
C 15.63273 16.89764 21.37828
C 12.29711 14.90473 23.95312
H 14.30032 12.68802 22.26204
H 12.48980 12.99707 21.95626
H 13.07619 12.32391 23.49403
H 14.23545 13.53922 25.19343
H 15.54215 13.60681 24.09582
H 15.99047 15.32907 25.66788
H 14.51121 16.05288 25.46589
H 16.73106 15.89941 23.45040
H 16.06961 17.20933 24.26360
H 13.21344 17.24204 23.86052
H 14.11545 18.58356 23.07346
H 12.97751 17.56053 22.11104
H 16.35422 16.04024 21.28621
H 15.12086 16.92725 20.42696
H 16.29116 17.79879 21.51808
H 12.50932 15.61581 24.74653
H 11.86016 13.99502 24.43345
H 11.52079 15.26613 23.31629
H 13.63056 15.15132 20.49351
C 19.82479 10.60130 18.74281
C 20.14199 12.06918 19.12709
C 19.68612 13.04722 18.01073
C 18.16733 13.14646 17.89237
C 17.62138 13.63406 19.23137
C 17.96632 12.71404 20.42636
N 19.43407 12.49953 20.38705
O 19.75252 11.61881 21.41507
C 17.57646 13.41781 21.71540
C 17.03321 11.46220 20.30603
C 21.61010 12.18628 19.50360
H 20.55926 10.24193 18.00274
H 18.79821 10.51063 18.51190
H 20.15422 10.06415 19.67712
H 20.06710 14.07908 18.15583
H 20.08196 12.58151 17.08503
H 17.70504 12.19305 17.58451
H 17.87982 13.92230 17.12710
H 16.55658 13.75320 19.30360
H 17.99077 14.66242 19.45900
H 17.56811 12.71652 22.56096
H 18.25771 14.22262 21.90997
H 16.65029 13.87610 21.52862
H 16.03089 11.68641 20.66714
H 16.90442 11.08656 19.25162
H 17.31711 10.60262 20.85203
H 22.27363 11.96446 18.57700
H 22.00390 11.51235 20.29527
H 21.83254 13.20054 19.81931
H 19.36194 10.73997 21.27427
C 21.33809 15.21433 15.36182
C 22.35160 16.08858 16.08612
C 23.32624 15.13983 16.80703
C 24.36970 14.48357 15.87616
C 25.15747 15.57483 15.17179
C 24.23769 16.47720 14.33947
N 23.16726 16.99861 15.22753
O 22.13665 17.66114 14.42521
C 24.90634 17.74221 13.80848
C 23.71055 15.73412 13.11986
C 21.71292 17.00980 17.09983
H 20.86813 15.67131 14.46067
H 20.51329 15.13826 16.06555
H 21.68628 14.26801 15.11385
H 23.70243 15.59299 17.68904
H 22.67544 14.37287 17.33424
H 23.82287 13.82568 15.18607
H 25.05962 13.85028 16.39029
H 25.90733 15.20064 14.43289
H 25.79130 16.07712 15.90843
H 25.62709 17.57429 12.96989
H 24.17599 18.36010 13.32653
H 25.43266 18.31395 14.53152
H 22.89589 15.08362 13.26233
H 23.29566 16.48759 12.44476
H 24.58416 15.37769 12.55384
H 20.91766 17.62739 16.77612
H 22.46774 17.66725 17.53449
H 21.24823 16.43340 17.90960
H 22.41547 18.56170 14.39370
C 19.77116 24.00748 10.47979
C 18.76110 24.68248 11.48784
C 17.98676 25.82050 10.82117
C 16.85608 26.33923 11.68675
C 15.92702 25.17016 11.95016
C 16.61729 23.93975 12.60583
N 17.73998 23.61795 11.79033
O 18.45652 22.45796 12.20988
C 16.99012 24.16076 14.11863
C 15.57663 22.74711 12.33016
C 19.55051 25.13647 12.76434
H 19.34800 23.46697 9.62786
H 20.39087 23.33122 11.04658
H 20.49962 24.70468 10.08725
H 18.58200 26.64306 10.42824
H 17.59128 25.31862 9.93400
H 16.30105 27.11524 11.25312
H 17.18558 26.75478 12.65436
H 15.55294 24.79310 11.00472
H 15.05176 25.57878 12.45947
H 17.83083 23.55892 14.40707
H 17.27765 25.17768 14.37787
H 16.09299 23.99678 14.72549
H 15.48475 22.15721 13.28300
H 14.65242 23.23500 12.10813
H 15.97093 22.08238 11.57427
H 19.53543 24.45407 13.62991
H 19.20784 26.14712 13.12463
H 20.57332 25.31616 12.35751
H 19.04419 22.66279 13.00139
C 17.97658 17.15003 17.87281
C 17.52612 18.46506 17.08988
C 18.53806 18.59951 15.99542
C 18.05890 19.46394 14.85538
C 16.67143 19.05212 14.42514
C 15.56860 19.02155 15.50684
N 16.21568 18.18435 16.58442
O 15.33905 18.15951 17.67568
C 15.27588 20.47984 15.95411
C 14.25302 18.43359 15.12634
C 17.56855 19.72858 18.00689
H 18.96083 17.40193 18.33294
H 17.93204 16.31552 17.20306
H 17.31812 16.86649 18.72557
H 19.43458 19.03170 16.43856
H 18.83320 17.61923 15.53032
H 18.83678 19.28542 14.11750
H 18.10834 20.50800 15.09075
H 16.75610 18.05230 13.94194
H 16.24334 19.63423 13.56502
H 16.05510 21.18876 16.12613
H 14.60061 21.01181 15.24670
H 14.72965 20.39819 16.88967
H 14.24967 17.44060 14.78013
H 13.55408 18.50267 15.97050
H 13.79679 18.99349 14.21287
H 17.76445 20.66976 17.54777
H 18.36858 19.57588 18.69774
H 16.65637 19.85798 18.56455
H 14.85640 17.31242 17.51828
C 21.17665 21.39418 16.22678
C 21.74378 22.19114 15.06549
O 20.80526 22.13086 14.00173
H 21.06962 20.30336 15.97017
H 20.17465 21.72127 16.54194
H 21.87364 21.39837 17.07886
H 22.79837 21.79407 14.83288
H 21.83169 23.23838 15.30417
H 20.74846 21.18536 13.78415
C 14.26266 19.14208 11.01632
C 13.24224 17.91512 11.06990
O 11.94616 18.30721 10.96880
H 15.28314 18.87169 11.26364
H 13.93220 19.91590 11.75807
H 14.13572 19.54220 10.05399
H 13.50974 17.44494 12.02894
H 13.49042 17.19961 10.26381
H 11.82222 19.11754 11.55652
C 11.14848 16.83894 14.85323
C 10.13295 17.90552 15.14577
O 10.64854 19.15944 15.48325
H 10.66321 15.84235 14.67873
H 11.74753 16.74301 15.74796
H 11.65512 17.07349 13.92661
H 9.52358 17.57887 15.99874
H 9.53642 18.10500 14.31374
H 11.19382 19.02155 16.29699
C 17.35748 15.01715 14.37000
C 16.46580 14.39793 13.29577
O 15.39548 13.65121 13.93688
H 17.82675 14.23764 15.01347
H 16.83208 15.54639 15.11498
H 18.12283 15.69339 13.91683
H 17.07915 13.64579 12.70137
H 16.06327 15.11022 12.57246
H 14.61348 13.71513 13.40525
C 10.70576 17.70135 19.02558
C 11.02588 19.19845 18.93956
O 12.20486 19.28556 18.12436
H 11.62627 17.15645 19.32145
H 10.52954 17.27155 18.02057
H 9.92428 17.51806 19.74038
H 11.17015 19.74808 19.91896
H 10.13545 19.67975 18.46966
H 12.51031 20.19797 18.14357
C 11.34848 22.28606 11.83664
C 11.09710 21.57644 13.18088
O 11.39490 20.21162 12.91003
H 10.86699 21.76946 10.99872
H 12.43490 22.35386 11.61460
H 11.10200 23.28721 11.93994
H 10.03038 21.70197 13.38402
H 11.67519 21.92994 14.03458
H 11.20438 19.65723 13.64009
C 11.61478 23.91806 20.01450
C 12.38638 23.72453 18.70297
O 13.13641 22.53489 18.72117
H 10.61849 23.47930 19.97100
H 11.47296 24.96875 20.24794
H 12.18084 23.43840 20.78593
H 13.00265 24.60745 18.56578
H 11.76076 23.71388 17.80152
H 13.94947 22.62137 18.18612
*
```

Computed properties:
LUMO level in eV: 0.28
E_tot in eV: -134948.463

***

Looking at molar mass for the records above, in order, we have 1723.55; 1580.54 g/mol.
Looking at energy above the lowest of the compared OMol25 structures with the same formula, charge and spin for the records above, in order, we have 2.859; 2.973 eV.
Looking at gap between HOMO and LUMO for the records above, in order, we have 7.6; 8.6 eV.